The following is a DFT calculation (the ωB97M-V functional and the def2-TZVPD basis) of a structure of composition C39H45FeN8OS2Sb.

```
97
Properties=species:S:1:pos:R:3
Sb 0.096 0.428 -4.413
Fe 0.404 -0.520 -0.419
S 0.467 -1.355 4.193
S 1.196 -1.963 1.371
O 2.032 0.101 -1.358
N 0.770 0.521 2.371
N -0.651 2.069 -2.000
N -2.654 -2.317 1.512
N 0.628 -2.001 -2.482
N 1.080 0.872 1.057
N -1.790 -0.595 0.158
N -2.421 -0.798 -3.178
N -3.804 -0.350 1.388
C 3.920 3.676 -1.667
C -2.689 -1.060 0.977
C 1.205 -3.188 -2.248
C 2.805 -0.404 5.303
C 0.231 4.217 -1.295
C 1.519 4.023 -2.010
C 5.525 -1.029 5.453
C 0.823 -0.753 2.552
C -2.936 -2.535 2.923
C -4.207 0.396 -4.943
C -3.727 -1.043 -3.091
C 2.294 -3.656 -2.984
C 5.041 -0.257 4.406
C 1.482 2.849 -3.010
C 1.335 -0.111 5.204
C 2.365 1.342 -1.377
C 4.648 -1.493 6.423
C -5.109 -0.984 1.471
C -4.174 -1.992 -2.017
C 3.692 0.054 4.333
C 3.967 2.778 -2.641
C -1.988 0.016 -4.141
C -0.680 3.260 -1.201
C 0.263 1.955 -2.875
C -1.887 -3.374 0.898
C 1.043 -1.318 -3.567
C 1.907 2.932 2.067
C 2.765 -2.915 -4.041
C 2.093 -1.746 -4.365
C 2.740 1.923 -2.729
C -1.835 3.314 -0.269
C 2.275 2.295 -0.390
C 3.299 -1.184 6.344
C 1.711 2.001 0.902
C 0.609 -4.068 -1.201
C -2.843 0.626 -5.052
C 2.615 3.682 -0.918
C -4.654 -0.454 -3.951
C -3.853 1.081 1.238
H 2.746 -4.600 -2.715
H 4.711 4.382 -1.449
H -2.906 1.512 1.542
H 0.179 -3.472 -0.410
H -3.535 -3.441 3.046
H -2.779 3.151 -0.793
H -5.708 -0.681 -3.841
H -0.184 -4.671 -1.652
H 6.578 -1.271 5.510
H -1.875 4.262 0.266
H -3.479 -1.693 3.341
H -1.706 2.514 0.459
H 2.820 1.126 -3.467
H -4.643 -1.449 -1.196
H 2.593 4.445 -0.143
H 0.946 3.151 2.535
H -2.135 0.218 -0.352
H 1.351 -4.741 -0.772
H -4.630 1.473 1.894
H 4.803 2.637 -3.313
H -5.588 -0.755 2.426
H -4.905 -2.704 -2.402
H 5.715 0.100 3.637
H -3.314 -2.528 -1.625
H 1.549 3.196 -4.045
H -1.908 -3.255 -0.183
H 1.132 0.861 4.761
H 5.015 -2.098 7.242
H 2.525 2.465 2.834
H 3.617 -3.248 -4.621
H 2.386 3.858 1.763
H 2.387 -1.164 -5.229
H 2.615 -1.556 7.100
H -4.085 1.398 0.213
H -2.004 -2.653 3.482
H 0.112 5.119 -0.704
H 0.868 -0.150 6.189
H 1.817 4.941 -2.519
H -2.450 1.266 -5.832
H -2.356 -4.327 1.155
H -0.851 -3.380 1.238
H -5.763 -0.618 0.671
H -5.014 -2.061 1.375
H 3.314 0.633 3.500
H -4.904 0.861 -5.629
```

Calculated values
* net charge: 0
* ΔE to the lowest compared entry with this formula, charge and spin: 191.4 kJ/mol
* highest occupied orbital energy (spin up / spin down): -6.86 / -6.97 eV
* 2S+1: 5
* lowest unoccupied orbital energy (spin up / spin down): 0.41 / 0.40 eV
* frontier orbital gap (spin up / spin down): 7.274 / 7.366 eV
* <S²>: 6.01

Mulliken atomic charge list, values in e, 8 entries: 0.90, 1.90, -0.24, -0.54, -1.15, -1.07, 0.28, 0.53


The following is a DFT calculation (the ωB97M-V functional and the def2-TZVPD basis) of the ion C2HFIO4S with charge -1 in a non-equilibrium geometry.

```
10
Properties=species:S:1:pos:R:3
I -2.112 0.364 2.458
S 1.023 -1.178 -2.437
F 0.925 -2.220 1.343
O -0.390 -0.765 -2.258
O 1.006 0.041 1.422
O 1.603 -1.099 -0.524
O 1.899 -0.158 -2.970
C 0.967 -1.034 0.564
C -0.305 -0.181 0.936
H -0.478 0.580 0.152
```

Calculated values
* net charge: -1
* ΔE to the lowest compared entry with this formula, charge and spin: 100.2 kJ/mol
* highest occupied orbital energy: -5.75 eV
* lowest unoccupied orbital energy: 2.39 eV
* frontier orbital gap: 8.133 eV

Mulliken atomic charge list, values in e, 8 entries: -0.21, 0.69, -0.31, -0.55, -0.38, -0.56, -0.49, 1.19


The following is a DFT calculation (the ωB97M-V functional and the def2-TZVPD basis) of a structure of composition C8H11NO5S in a non-equilibrium geometry.

```
26
Properties=species:S:1:pos:R:3
S 1.423 0.505 -0.840
O 2.085 1.752 -0.822
O 3.759 -1.373 1.615
O 1.395 -0.259 -2.099
O 1.968 -0.425 0.502
O 4.097 -0.594 -0.445
N 2.688 -2.824 -0.306
C 3.171 -1.111 0.440
C -4.437 1.123 0.572
C -0.876 1.867 -0.541
C -2.330 -0.298 0.437
C -0.297 0.663 -0.287
C -2.277 1.957 -0.345
C -3.006 0.861 0.196
C -0.986 -0.468 0.262
H 3.681 -0.506 -1.294
H 4.744 -1.034 1.450
H -0.342 -1.329 0.515
H -2.769 -1.152 0.986
H 3.334 -3.125 -0.885
H 2.657 -3.376 0.566
H -4.516 1.874 1.405
H -2.874 2.773 -0.679
H -4.946 1.601 -0.245
H -4.986 0.183 0.885
H -0.361 2.716 -1.045
```

Calculated values
* net charge: 0
* ΔE to the lowest compared entry with this formula, charge and spin: 203.4 kJ/mol
* highest occupied orbital energy: -8.99 eV
* lowest unoccupied orbital energy: 0.43 eV
* frontier orbital gap: 9.422 eV

Mulliken atomic charge list, values in e, 8 entries: 0.97, -0.55, -0.48, -0.56, -0.25, -0.50, -0.60, 0.61


The following is a DFT calculation (the ωB97M-V functional and the def2-TZVPD basis) of a cluster of 3 separate species, H5O3 in total.

```
8
Properties=species:S:1:pos:R:3
O 1.192 0.659 1.296
O -1.373 0.646 -0.948
O 0.236 -1.238 -0.249
H 0.551 -1.881 -0.901
H 0.512 1.290 1.034
H -0.724 -0.144 -0.852
H -2.101 0.365 -0.388
H 1.022 -0.074 0.633
```

Calculated values
* net charge: -1
* ΔE to the lowest compared entry with this formula, charge and spin: 5.1 kJ/mol
* highest occupied orbital energy: -4.03 eV
* lowest unoccupied orbital energy: 4.98 eV
* frontier orbital gap: 9.005 eV

The molecule's Mulliken atomic charges, reported in e, are given here: -0.74, -0.74, -1.11, 0.17, 0.29, 0.42, 0.27, 0.44


The following is a DFT calculation (the ωB97M-V functional and the def2-TZVPD basis) of a cluster of 8 separate species, C20H52BrN2O7S7 in total in a non-equilibrium geometry.

```
89
Properties=species:S:1:pos:R:3
Br -7.678 -1.875 -0.338
S 5.033 0.219 0.588
S 1.556 -4.208 -0.044
S 9.174 0.878 -0.065
S -5.564 3.069 3.006
S -2.901 -2.916 -3.933
S 4.461 5.619 -1.102
S -2.658 -3.044 3.466
O 7.963 1.010 0.791
O 4.373 -0.794 -0.299
O 0.936 -4.654 1.241
O -2.726 -4.375 -3.754
O -3.292 -1.722 3.160
O -6.034 3.052 1.580
O 4.043 4.479 -0.240
N -4.884 -0.493 -1.699
N -5.422 1.447 -0.748
C -6.508 -0.448 0.306
C -5.617 -0.925 1.503
C -5.510 4.789 3.521
C -3.785 2.813 2.986
C 4.943 4.936 -2.696
C 10.593 0.733 1.032
C -4.523 1.738 -1.795
C -1.033 -3.051 2.706
C 2.962 6.425 -1.691
C -4.201 0.545 -2.377
C 2.884 -5.360 -0.426
C 9.223 -0.821 -0.660
C -4.413 -2.665 -4.887
C -5.586 0.135 -0.759
C -1.775 -2.393 -5.235
C 5.024 1.787 -0.284
C 2.624 -2.811 0.328
C 3.829 0.697 1.840
C -6.255 -0.717 2.919
C -3.387 -4.257 2.353
H 5.689 1.703 -1.143
H 4.015 2.017 -0.625
H 4.150 4.293 -3.080
H 5.851 4.350 -2.557
H -4.434 -4.386 2.624
H -1.960 -1.345 -5.479
H 3.651 -0.160 2.489
H -6.317 -1.704 3.414
H -3.588 1.795 2.648
H 2.469 6.891 -0.840
H -5.058 4.854 4.511
H 2.894 0.995 1.363
H -4.663 -0.357 1.468
H 8.387 -0.969 -1.342
H -5.865 2.105 -0.103
H 2.441 -6.329 -0.656
H 5.383 2.571 0.376
H -4.933 5.373 2.803
H 3.306 -3.073 1.138
H -1.917 -3.016 -6.118
H -4.384 -3.270 -5.793
H 3.438 -5.000 -1.293
H -5.339 -1.977 1.294
H -6.530 5.167 3.562
H 5.141 5.749 -3.395
H 10.160 -0.992 -1.192
H 3.186 -2.536 -0.559
H 11.485 0.512 0.445
H -5.598 -0.036 3.490
H 10.416 -0.057 1.763
H 2.296 5.686 -2.139
H 4.229 1.521 2.431
H 3.224 7.189 -2.422
H -0.591 -4.041 2.801
H -3.316 -3.905 1.323
H -7.153 0.371 0.669
H -5.260 -2.970 -4.274
H -4.162 2.738 -2.053
H -3.390 2.942 3.993
H -7.269 -0.290 2.786
H -0.755 -2.505 -4.870
H -3.513 0.408 -3.213
H 9.135 -1.510 0.180
H -4.879 -1.498 -1.834
H -0.409 -2.324 3.223
H -4.511 -1.608 -5.143
H 3.547 -5.458 0.433
H 10.725 1.683 1.548
H -3.316 3.522 2.303
H -1.114 -2.778 1.654
H 2.001 -1.974 0.634
H -2.865 -5.208 2.462
```

Calculated values
* net charge: +1
* highest occupied orbital energy: -9.84 eV
* lowest unoccupied orbital energy: -2.05 eV
* frontier orbital gap: 7.784 eV

Mulliken atomic charge list, values in e, 8 entries: -0.06, 0.64, 0.50, 0.45, 0.56, 0.55, 0.45, 0.33


The following is a DFT calculation (the ωB97M-V functional and the def2-TZVPD basis) of a structure of composition C6H6Cl2MnN2O3RuS in a non-equilibrium geometry.

```
22
Properties=species:S:1:pos:R:3
Ru 4.240 1.574 -0.192
Mn 1.869 0.204 -0.273
Cl 3.688 -0.557 -1.239
Cl 2.081 2.428 0.038
S 0.403 0.010 -1.948
O 5.388 3.755 1.515
O 7.031 1.106 -1.193
O 0.343 -0.272 2.201
N -2.300 0.155 -1.566
N -1.496 -1.829 -1.158
C 5.939 1.271 -0.809
C -1.174 -0.572 -1.509
C 1.107 -0.361 1.324
C -3.493 -0.625 -1.278
C 4.922 2.915 0.848
C -2.932 -2.018 -1.015
H -0.814 -2.575 -1.111
H -2.296 1.141 -1.803
H -4.012 -0.230 -0.399
H -3.174 -2.369 -0.008
H -3.299 -2.748 -1.743
H -4.182 -0.624 -2.129
```

Calculated values
* net charge: +4
* highest occupied orbital energy (spin up / spin down): -24.27 / -23.84 eV
* 2S+1: 10
* lowest unoccupied orbital energy (spin up / spin down): -15.34 / -20.17 eV
* frontier orbital gap (spin up / spin down): 8.932 / 3.673 eV
* <S²>: 24.82

Mulliken atomic charge list, values in e, 8 entries: 0.62, 0.51, -0.18, -0.10, -0.14, 0.02, -0.01, -0.05


The following is a DFT calculation (the ωB97M-V functional and the def2-TZVPD basis) of the ion C9H11O4S with charge -1 in a non-equilibrium geometry.

```
25
Properties=species:S:1:pos:R:3
S 0.869 -2.426 -0.364
O 2.141 -2.883 -0.829
O 0.054 -3.477 0.163
O 2.271 0.355 0.414
O 1.066 -1.376 1.161
C -0.143 2.179 -0.439
C -1.894 -1.057 0.507
C -0.120 -0.120 -1.068
C -0.708 1.306 0.711
C 0.327 0.850 1.652
C 0.358 1.275 -1.520
C 0.190 -1.377 -1.641
C -0.918 -0.022 -0.005
C 1.319 -0.099 0.949
H 0.210 1.716 -2.451
H 1.084 -1.461 -2.392
H -1.752 1.675 1.040
H 0.582 2.840 -0.016
H 1.430 1.231 -1.395
H -0.079 0.331 2.597
H -1.008 2.714 -0.854
H 0.946 1.799 1.909
H -1.707 -2.070 -0.053
H -1.621 -1.151 1.634
H -2.897 -0.752 0.292
```

Calculated values
* net charge: -1
* ΔE to the lowest compared entry with this formula, charge and spin: 89.1 kJ/mol
* highest occupied orbital energy: -3.22 eV
* lowest unoccupied orbital energy: 3.59 eV
* frontier orbital gap: 6.817 eV

Mulliken atomic charge list, values in e, 8 entries: 1.22, -0.70, -0.63, -0.59, -0.54, -0.91, -1.20, 0.86


The following is a DFT calculation (the ωB97M-V functional and the def2-TZVPD basis) of a cluster of 12 separate species, C43H91N5O19 in total in a non-equilibrium geometry.

```
158
Properties=species:S:1:pos:R:3
O 3.073 -3.887 2.046
O -4.781 2.009 3.927
O -3.722 -1.903 -3.234
O 1.622 3.961 -5.563
O -6.076 1.983 2.078
O -4.488 -1.540 1.868
O 2.303 -3.921 -3.997
O 0.343 4.729 -1.385
O 4.416 -1.383 4.760
O 0.928 -2.058 -4.347
O 1.282 -0.480 1.203
O 4.680 2.128 -0.050
O -5.275 -1.689 -1.539
O -1.537 -3.893 6.617
O 2.855 3.961 -7.608
O 6.263 2.322 1.669
O 1.039 2.717 -0.605
O 2.314 1.131 -2.939
O 3.695 -6.146 2.148
N -0.438 -0.481 -0.308
N 4.402 2.031 -3.306
N -6.609 -2.347 2.273
N -2.577 -2.184 5.543
N 2.257 -2.223 4.747
C -4.438 -2.295 -2.213
C 4.828 -4.619 3.581
C -8.022 -2.217 1.992
C 0.950 -4.898 1.038
C 4.838 1.201 -4.430
C 2.250 -4.095 0.891
C 5.429 2.959 -2.790
C 1.680 6.688 -1.199
C 3.217 1.911 -2.639
C -2.344 -2.691 4.204
C 0.614 2.922 -5.755
C -3.316 -0.895 5.625
C -0.539 3.049 -4.789
C 3.774 -4.965 2.513
C -3.670 1.927 1.824
C 1.064 -2.416 3.905
C -1.379 -1.174 0.579
C -2.155 -2.831 6.655
C 7.338 2.779 0.818
C 3.287 -1.547 4.213
C -3.822 -0.648 -3.785
C -6.315 -3.493 3.118
C -4.953 1.962 2.598
C -0.868 -0.201 -1.708
C -1.361 3.071 -0.720
C 0.133 -3.707 -2.976
C 2.317 -2.740 6.139
C -5.545 2.740 6.112
C 7.237 4.271 0.548
C 1.812 -1.277 -5.122
C 1.273 -3.249 -3.881
C 3.577 5.175 -5.608
C -4.957 -0.380 -4.770
C -5.952 2.100 4.789
C 2.646 4.236 -6.356
C -5.710 -1.483 1.791
C 1.867 -1.699 -6.661
C 0.803 -0.219 0.120
C 0.140 3.505 -0.884
C 3.967 1.519 2.176
C 1.681 5.168 -1.554
C -4.033 -3.762 -1.836
C 5.013 1.990 1.158
H -0.937 -1.169 -2.204
H 0.318 -3.408 -1.945
H -6.335 2.632 6.855
H 5.152 3.665 -2.007
H -3.707 -0.806 6.639
H 1.414 0.306 -0.630
H -4.657 -4.351 -1.164
H -0.200 0.429 -2.296
H -2.908 2.538 2.308
H -6.379 1.108 4.940
H -5.304 3.789 5.940
H 2.791 -1.349 -7.121
H -6.747 2.655 4.291
H 3.762 0.459 2.025
H -5.929 -0.558 -4.310
H -3.285 -2.843 3.677
H 6.939 4.769 1.470
H 1.463 -0.248 -5.033
H 3.058 -1.315 3.161
H 1.587 6.927 -0.139
H 0.982 -5.916 1.426
H -2.391 -2.385 7.634
H -1.851 0.270 -1.717
H -1.919 3.814 -0.150
H 3.012 2.028 2.045
H 3.267 -2.631 6.661
H -6.183 -0.635 1.272
H 5.646 0.525 -4.152
H 3.118 2.591 -1.779
H -1.385 2.075 -0.277
H -2.640 -0.063 5.429
H -2.273 -0.570 0.730
H 2.009 -3.785 6.188
H 2.516 4.635 -1.098
H -0.698 -3.084 -3.307
H 2.820 -1.298 -4.709
H -1.340 2.323 -4.926
H 1.775 5.103 -2.638
H 2.731 -4.658 0.091
H 5.553 -3.940 3.134
H -4.048 -4.233 -2.819
H 2.620 7.160 -1.486
H -3.922 2.327 0.842
H -1.786 -1.886 3.724
H 5.098 1.789 -5.310
H -1.649 2.926 -1.761
H -6.494 -4.399 2.540
H 5.434 -5.489 3.834
H 0.500 -4.865 0.046
H 0.836 -3.481 3.927
H 6.266 2.468 -2.294
H 5.754 3.529 -3.661
H -4.125 -0.757 4.908
H 0.977 -1.398 -7.214
H 4.269 4.564 -5.027
H -5.274 -3.526 3.440
H 1.585 -2.246 6.777
H 0.271 -1.796 4.322
H 4.050 0.487 -4.670
H -3.203 0.952 1.682
H 6.559 4.672 -0.206
H -8.548 -3.151 1.793
H 0.320 -4.341 1.732
H -0.236 -4.717 -3.154
H -1.579 -2.099 0.038
H 0.184 2.951 -6.756
H -8.407 -1.737 2.892
H -3.039 -3.663 -1.401
H 4.282 1.616 3.215
H -4.924 -1.138 -5.553
H 1.865 -2.788 -6.655
H 7.412 2.064 -0.002
H 8.283 2.747 1.360
H 1.999 -3.158 0.394
H 4.421 -4.159 4.482
H -0.135 2.913 -3.786
H 8.249 4.626 0.353
H -8.262 -1.535 1.177
H -4.670 2.250 6.540
H 0.934 7.249 -1.762
H -1.778 -3.623 4.214
H -6.971 -3.547 3.987
H 1.060 1.941 -5.587
H 1.186 -2.180 2.848
H -0.923 4.069 -4.827
H 4.127 5.883 -6.228
H -2.816 -0.411 -4.131
H -4.011 0.123 -3.038
H -4.996 0.531 -5.367
H -0.997 -1.522 1.538
H 3.081 5.870 -4.931
```

Calculated values
* net charge: 0
* ΔE to the lowest compared entry with this formula, charge and spin: 296.3 kJ/mol
* highest occupied orbital energy: -8.71 eV
* lowest unoccupied orbital energy: 0.33 eV
* frontier orbital gap: 9.044 eV

Mulliken atomic charge list, values in e, 8 entries: -0.13, -0.25, -0.27, -0.19, -0.67, -0.53, -0.62, -0.39


Calculated values (eV) of calculated total energy for the records, taken in order: -117735.8567 -31933.2697 -31034.1161 -6224.5778 -184774.5575 -85172.3788 -28534.6571 -92418.6707.